1.
# C4H11PS

2 unconnected molecules or ions with the total composition C4H11PS at a distorted geometry (ωB97M-V with the def2-TZVPD basis set, OMol25).

Output
Lowest unoccupied orbital energy (spin up / spin down), eV: 0.40 / -0.31
HOMO-LUMO gap (spin up / spin down), eV: 8.2473 / 7.8344

ORCA input file:
```
! RIJCOSX wB97M-V def2-TZVPD def2/J DEFGRID3
* xyz 0 1
C 1.63 -0.58 -0.49
C 0.97 0.67 -0.97
C -0.49 0.67 -1.23
C -1.28 0.24 1.37
P -2.56 -0.88 0.77
S -1.71 1.85 1.84
H 2.51 -0.98 -1.17
H 0.85 -1.34 -0.45
H 1.97 -0.59 0.55
H 1.38 0.96 -1.95
H 1.25 1.54 -0.34
H -0.85 -0.08 -2.00
H -1.04 1.63 -1.37
H -0.28 0.15 1.41
H -3.40 0.10 0.02
H -3.45 -0.58 1.82
H -2.82 1.57 2.46
*
```


2.
# C8H15N4O2P

2 unconnected molecules or ions with the total composition C8H15N4O2P at a distorted geometry (ωB97M-V with the def2-TZVPD basis set, OMol25).

Output
Lowest unoccupied orbital energy (spin up / spin down), eV: 0.36 / 0.36
HOMO-LUMO gap (spin up / spin down), eV: 7.6837 / 7.6845

ORCA input file:
```
! RIJCOSX wB97M-V def2-TZVPD def2/J DEFGRID3
* xyz 0 1
C 3.88 -1.36 -0.23
C 3.04 -1.59 0.87
C 3.77 -0.25 -1.02
C 1.92 -0.83 1.02
C 2.52 0.34 -1.04
C 1.63 0.13 0.01
C -1.79 2.55 -0.89
C -2.83 -1.34 -0.47
N -2.48 2.49 1.40
N -0.70 -2.22 -0.35
N -1.47 2.14 0.42
N -1.44 -1.22 -0.73
O -1.01 0.13 2.14
O 0.61 0.98 0.19
P -0.82 0.63 0.73
H 4.83 -2.01 -0.29
H 3.29 -2.38 1.47
H 4.45 -0.01 -1.82
H 1.28 -1.05 1.83
H 2.17 1.17 -1.74
H -2.82 2.32 -1.27
H -1.73 3.64 -1.05
H -1.35 1.97 -1.77
H -2.99 -1.61 0.61
H -3.35 -0.39 -0.94
H -3.24 -2.18 -1.07
H -2.67 1.54 1.72
H -1.93 2.98 2.15
H 0.29 -2.01 -0.36
H -1.04 -2.55 0.47
*
```


3.
# C33H57IMnN2O2Si

A molecular structure, C33H57IMnN2O2Si at a distorted geometry (ωB97M-V with the def2-TZVPD basis set, OMol25).

Output
Lowest unoccupied orbital energy (spin up / spin down), eV: 0.36 / 0.35
<S²>: 8.7657
HOMO-LUMO gap (spin up / spin down), eV: 6.7913 / 7.8345

ORCA input file:
```
! RIJCOSX wB97M-V def2-TZVPD def2/J DEFGRID3
* xyz 0 6
O 0.72 -2.32 -0.80
O -1.50 -2.02 -4.08
C 2.04 -2.39 -1.55
C 3.03 -3.33 -0.91
H 2.42 -1.36 -1.58
H 1.72 -2.68 -2.55
H 3.39 -2.95 0.05
H 3.90 -3.39 -1.58
H 2.62 -4.33 -0.78
C -0.28 -3.47 -0.87
C -0.07 -4.29 -2.11
H -1.25 -2.97 -0.86
H -0.14 -4.05 0.05
H -0.23 -3.69 -3.02
H -0.81 -5.10 -2.14
H 0.92 -4.76 -2.13
C -2.78 -1.72 -3.54
C -0.93 -1.17 -5.08
C -3.61 -2.99 -3.50
H -3.28 -0.94 -4.13
H -2.64 -1.34 -2.50
H -3.74 -3.39 -4.52
H -4.60 -2.79 -3.10
H -3.13 -3.76 -2.89
C -0.97 -1.89 -6.42
H 0.11 -0.97 -4.79
H -1.46 -0.20 -5.13
H -0.52 -2.89 -6.34
H -0.42 -1.32 -7.18
H -2.00 -2.00 -6.76
H 0.75 -1.83 0.11
N 1.60 1.16 2.10
C 1.49 2.41 2.58
C 0.33 3.20 2.42
C -0.96 2.75 2.14
C 2.69 3.00 3.27
H 3.57 3.00 2.61
H 2.95 2.45 4.19
H 2.47 4.04 3.54
C -2.12 3.71 2.21
H -2.78 3.50 3.06
H -2.73 3.66 1.29
H -1.75 4.74 2.32
N -1.26 1.46 1.87
C 2.74 0.34 2.37
C 3.76 0.19 1.40
C 3.70 0.84 0.06
C 4.86 -0.61 1.70
H 5.64 -0.71 0.94
C 4.97 -1.25 2.93
H 5.85 -1.85 3.15
C 3.96 -1.12 3.87
H 4.01 -1.62 4.83
C 2.85 -0.32 3.61
C 1.77 -0.22 4.64
C -2.53 0.91 2.22
C -3.48 0.62 1.23
C -3.19 0.83 -0.22
C -4.75 0.20 1.63
H -5.49 0.00 0.86
C -5.06 0.04 2.98
H -6.06 -0.28 3.27
C -4.09 0.29 3.95
H -4.31 0.16 5.01
C -2.82 0.73 3.59
C -1.80 1.04 4.64
Mn 0.13 0.29 1.12
H 3.38 0.13 -0.72
H 4.72 1.16 -0.24
H 3.04 1.72 0.02
H 1.44 0.80 4.84
H 2.11 -0.69 5.57
H 0.89 -0.81 4.33
H -3.94 0.29 -0.82
H -2.19 0.47 -0.52
H -3.25 1.89 -0.50
H -0.80 0.68 4.36
H -2.09 0.55 5.58
H -1.73 2.12 4.84
H 0.44 4.26 2.67
C 0.30 0.44 -0.96
Si 0.38 2.05 -1.95
H 1.28 -0.03 -1.09
H -0.43 -0.24 -1.44
C 1.57 1.77 -3.39
C 0.97 3.52 -0.95
C -1.29 2.42 -2.73
H -1.75 1.51 -3.13
H -1.15 3.12 -3.56
H -1.98 2.88 -2.01
H 2.53 1.35 -3.06
H 1.79 2.74 -3.87
H 1.15 1.10 -4.14
H 1.83 3.30 -0.31
H 0.17 3.91 -0.31
H 1.26 4.33 -1.64
I -0.07 -2.00 2.38
*
```


4.
# C7H10NPS2

2 unconnected molecules or ions with the total composition C7H10NPS2 at a distorted geometry (ωB97M-V with the def2-TZVPD basis set, OMol25).

Output
Lowest unoccupied orbital energy (spin up / spin down), eV: 0.65 / -2.07
<S²>: 2.0168
HOMO-LUMO gap (spin up / spin down), eV: 8.0299 / 6.6822

ORCA input file:
```
! RIJCOSX wB97M-V def2-TZVPD def2/J DEFGRID3
* xyz 0 3
C 3.57 1.04 0.26
C 3.15 -0.10 -0.51
C 2.64 2.01 0.68
C 1.79 -0.29 -0.74
C 1.28 1.63 0.65
C 0.97 0.57 -0.06
C -2.99 -2.33 0.79
N -2.69 -1.45 -0.34
P -2.07 0.10 -0.08
S -3.01 0.96 1.44
S -2.65 1.14 -1.81
H 4.68 1.27 0.36
H 4.01 -0.58 -0.82
H 2.84 2.91 1.17
H 1.60 -1.12 -1.40
H 0.65 2.34 1.09
H -3.24 -1.76 1.62
H -3.86 -2.81 0.69
H -2.24 -2.97 0.93
H -2.84 -1.74 -1.30
H -1.58 1.16 -2.61
*
```


5.
# C19H41BaNO14S4

A molecular structure, C19H41BaNO14S4 at a distorted geometry (ωB97M-V with the def2-TZVPD basis set, OMol25).

Output
Lowest unoccupied orbital energy (spin up / spin down), eV: -1.91 / -4.76
<S²>: 0.7604
HOMO-LUMO gap (spin up / spin down), eV: 9.4763 / 5.8825

ORCA input file:
```
! RIJCOSX wB97M-V def2-TZVPD def2/J DEFGRID3
* xyz 1 2
Ba 9.92 27.33 14.11
O 8.11 27.01 16.15
C 7.03 27.93 15.95
C 7.17 29.12 14.95
O 7.78 28.98 13.69
H 6.60 28.23 16.90
H 6.30 27.29 15.46
H 7.65 29.95 15.47
H 6.19 29.59 14.87
O 10.61 28.89 11.83
S 10.22 29.34 10.50
O 10.16 30.78 10.27
O 11.20 28.59 9.44
C 11.08 28.79 8.10
C 12.42 28.50 7.52
C 8.57 28.55 10.12
H 10.97 29.86 7.93
H 10.22 28.23 7.73
H 12.29 28.64 6.45
H 12.74 27.48 7.70
H 13.20 29.06 8.03
H 7.88 28.72 10.94
H 8.80 27.51 9.93
H 8.21 28.97 9.18
O 8.37 25.78 12.39
S 7.12 25.47 11.68
O 7.11 25.43 10.23
O 6.50 24.12 12.32
C 6.51 24.00 13.77
C 5.55 22.84 14.05
C 5.86 26.68 12.19
H 6.12 24.89 14.26
H 7.51 23.74 14.13
H 5.81 21.92 13.52
H 4.54 23.19 13.85
H 5.37 22.59 15.10
H 5.94 26.81 13.27
H 4.92 26.22 11.88
H 6.10 27.58 11.63
O 14.42 25.68 12.18
S 13.86 26.88 12.75
O 12.51 26.84 13.31
O 14.94 27.43 13.82
C 14.51 28.36 14.77
C 15.57 28.42 15.87
C 13.87 28.21 11.52
H 13.52 28.12 15.16
H 14.41 29.35 14.32
H 15.81 27.44 16.29
H 15.06 28.90 16.70
H 16.44 28.92 15.45
H 14.88 28.44 11.17
H 13.33 29.06 11.94
H 13.27 27.90 10.66
O 13.21 27.26 18.25
S 11.81 27.05 17.85
O 11.37 27.28 16.48
O 11.44 25.48 18.22
C 12.30 24.78 19.19
C 11.79 23.31 19.30
C 10.60 27.87 19.01
H 12.36 25.35 20.12
H 13.33 24.72 18.84
H 11.68 22.80 18.34
H 10.84 23.21 19.82
H 12.49 22.65 19.80
H 10.98 28.73 19.57
H 10.28 27.20 19.80
H 9.72 28.11 18.41
N 10.34 24.58 14.69
C 10.23 23.70 13.63
C 9.85 22.36 13.69
C 9.38 21.99 14.98
C 9.36 22.81 16.10
C 9.95 24.06 15.89
H 10.56 24.08 12.67
H 9.85 21.69 12.85
H 8.98 20.99 15.03
H 9.04 22.49 17.08
H 9.99 24.76 16.70
*
```


6.
# C25H52BClHgO5S

A molecular structure, C25H52BClHgO5S at a distorted geometry (ωB97M-V with the def2-TZVPD basis set, OMol25).

Output
Lowest unoccupied orbital energy, eV: -11.61
HOMO-LUMO gap, eV: 2.5623

ORCA input file:
```
! RIJCOSX wB97M-V def2-TZVPD def2/J DEFGRID3
* xyz 2 1
C 4.51 -3.74 2.19
C 3.98 -4.13 0.81
C 2.77 -3.28 0.39
C 1.46 -3.74 1.06
C 0.52 -2.56 1.41
C 0.69 -2.09 2.87
C -0.06 -2.97 3.87
C -0.42 -2.30 5.20
C -1.17 -0.97 5.12
C -2.59 -1.07 4.52
C -2.61 -0.96 2.99
C -3.98 -0.62 2.39
C -3.90 0.00 0.99
C -2.87 -0.65 0.06
C -2.53 0.19 -1.18
C -3.66 0.32 -2.21
C -3.70 1.65 -3.01
C -2.33 2.33 -3.14
C -2.09 3.59 -2.28
S -2.96 3.61 -0.71
O -0.68 3.74 -1.94
C 0.28 3.70 -2.97
B 1.36 4.87 -2.66
O 2.42 5.12 -3.46
O 1.32 5.54 -1.41
C 1.82 4.69 -0.41
C 1.00 2.30 -2.98
Cl 0.50 1.38 -1.39
O 0.72 1.56 -4.06
C 1.22 0.20 -4.09
C 2.72 0.09 -3.88
O 3.04 -0.15 -2.50
C 4.11 0.51 -1.94
H 3.78 -3.98 2.97
H 5.44 -4.25 2.43
H 4.67 -2.66 2.23
H 4.79 -4.02 0.08
H 3.67 -5.18 0.82
H 2.97 -2.25 0.69
H 2.67 -3.33 -0.70
H 0.92 -4.41 0.39
H 1.69 -4.30 1.97
H -0.51 -2.87 1.22
H 0.75 -1.74 0.72
H 1.77 -2.11 3.07
H 0.36 -1.05 2.93
H 0.58 -3.83 4.11
H -0.95 -3.39 3.39
H 0.50 -2.14 5.77
H -1.04 -3.00 5.77
H -0.60 -0.23 4.56
H -1.28 -0.59 6.14
H -3.19 -0.24 4.91
H -3.02 -2.03 4.82
H -1.91 -0.16 2.69
H -2.25 -1.87 2.52
H -4.57 -1.54 2.31
H -4.51 0.07 3.06
H -3.71 1.08 1.04
H -4.88 -0.11 0.51
H -3.21 -1.64 -0.26
H -1.92 -0.80 0.59
H -2.14 1.16 -0.84
H -1.69 -0.32 -1.67
H -3.57 -0.50 -2.92
H -4.63 0.19 -1.72
H -4.05 1.41 -4.02
H -4.45 2.33 -2.61
H -2.21 2.66 -4.18
H -1.53 1.62 -2.95
H -2.41 4.47 -2.84
H -3.10 4.94 -0.59
H -0.14 3.88 -3.97
H 2.40 4.61 -4.29
H 0.94 4.08 -0.10
H 2.21 5.27 0.42
H 2.67 4.09 -0.92
H 2.09 2.42 -2.86
H 0.67 -0.42 -3.38
H 0.99 -0.18 -5.09
H 3.07 -0.77 -4.47
H 3.25 0.97 -4.27
H 4.99 -0.14 -1.79
H 4.40 1.42 -2.48
H 3.83 0.77 -0.86
Hg 2.49 2.42 0.02
*
```


Molar mass (computed, g/mol): 122.17 230.21 723.76 203.27 773.13 711.61
Total energy (computed, hartree): -898.3642 -1024.5625 -3289.8025 -1465.0701 -3474.6371 -2395.8527